ORCA calculation (wB97M-V/def2-TZVPD) on one molecule with the formula C3H9NO at a distorted geometry.

Results
HOMO-LUMO gap ... 10.41 eV
Maximum force ... 1.7 eV/Å
Energy above the lowest of the compared OMol25 structures with the same formula, charge and spin ... 142.38 kJ/mol
Structure (SMILES) ... CNCOC

Last column: natural (NBO) charge in e.
Element x y z (Å)
C 1.9899 0.3085 0.5186  -0.423
N 1.0890 0.7986 -0.5006  -0.632
C -0.2771 0.6429 -0.1385  0.095
O -0.7843 -0.6732 -0.4229  -0.562
C -1.9076 -0.9440 0.3842  -0.256
H 1.7262 -0.7004 0.8738  0.174
H 2.9940 0.1069 0.1296  0.203
H 2.1290 0.9860 1.3532  0.194
H 1.2311 0.3367 -1.3821  0.368
H -0.3994 0.8242 0.9346  0.155
H -0.9370 1.3456 -0.6604  0.160
H -2.6714 -0.1684 0.2853  0.165
H -1.6106 -1.1020 1.4259  0.166
H -2.3621 -1.8770 0.0503  0.193